Arrangement 1

ORCA calculation (the ωB97M-V functional and the def2-TZVPD basis) on 9 unconnected molecules or ions with the total composition C36H54O27.

## Properties
- Gap between HOMO and LUMO: 0.388 hartree
- LUMO level: -0.02 eV

Bonds (Å) are listed after each position.
Atoms and positions in Å:
1 C 16.79838 -11.77973 1.77816  C2 1.558, H8 1.090, H9 1.090, H10 1.090
2 C 16.09579 -11.08555 2.98266  C1 1.558, C3 1.554, O7 1.435, H11 1.090
3 C 15.82541 -9.57219 2.75812  C2 1.554, O4 1.378, H12 1.090, H13 1.090
4 O 14.46873 -9.51154 2.99339  C3 1.378, C5 1.361
5 C 13.91855 -10.70805 3.33541  O4 1.361, O6 1.195, O7 1.351
6 O 12.77303 -10.81462 3.65876  C5 1.195
7 O 14.81988 -11.70562 3.19910  C2 1.435, C5 1.351
8 H 16.22949 -11.55751 0.87534  C1 1.090
9 H 16.90306 -12.85079 1.95127  C1 1.090
10 H 17.79430 -11.36253 1.62915  C1 1.090
11 H 16.73832 -11.19251 3.85663  C2 1.090
12 H 16.10664 -9.18147 1.78019  C3 1.090
13 H 16.32804 -9.01460 3.54841  C3 1.090
14 C 11.38812 -11.47701 -2.32345  C15 1.541, H21 1.090, H22 1.090, H23 1.090
15 C 10.01261 -12.16639 -2.41752  C14 1.541, C16 1.538, O20 1.406, H24 1.090
16 C 9.85844 -13.36091 -1.46179  C15 1.538, O17 1.426, H25 1.090, H26 1.090
17 O 8.67253 -12.96870 -0.77379  C16 1.426, C18 1.312
18 C 8.26305 -11.78127 -1.15214  O17 1.312, O19 1.202, O20 1.325
19 O 7.24147 -11.30099 -0.73784  C18 1.202
20 O 8.98629 -11.25013 -2.12727  C15 1.406, C18 1.325
21 H 11.48948 -10.86339 -1.42830  C14 1.090
22 H 11.58954 -10.87962 -3.21264  C14 1.090
23 H 12.20026 -12.20312 -2.28770  C14 1.090
24 H 9.87224 -12.44976 -3.46064  C15 1.090
25 H 10.60907 -13.36227 -0.67144  C16 1.090
26 H 9.86109 -14.35238 -1.91463  C16 1.090
27 C 8.88816 -5.37329 2.60805  C28 1.583, H34 1.090, H35 1.090, H36 1.090
28 C 8.34749 -4.47587 1.42124  C27 1.583, C29 1.533, O33 1.408, H37 1.090
29 C 8.42861 -5.05956 0.00589  C28 1.533, O30 1.417, H38 1.090, H39 1.090
30 O 7.06664 -5.02874 -0.38304  C29 1.417, C31 1.361
31 C 6.22528 -4.69456 0.63299  O30 1.361, O32 1.210, O33 1.355
32 O 5.01890 -4.78328 0.66331  C31 1.210
33 O 6.97481 -4.35626 1.70973  C28 1.408, C31 1.355
34 H 9.95552 -5.17103 2.69711  C27 1.090
35 H 8.79846 -6.44372 2.42305  C27 1.090
36 H 8.31170 -5.20779 3.51822  C27 1.090
37 H 8.80298 -3.49110 1.52543  C28 1.090
38 H 8.81685 -6.07303 -0.09535  C29 1.090
39 H 9.03992 -4.32425 -0.51727  C29 1.090
40 C 19.55131 -17.29220 -2.89316  C41 1.546, H47 1.090, H48 1.090, H49 1.090
41 C 20.03535 -18.33369 -3.92767  C40 1.546, C42 1.551, O46 1.421, H50 1.090
42 C 18.88207 -19.28203 -4.34912  C41 1.551, O43 1.360, H51 1.090, H52 1.090
43 O 19.00562 -19.40945 -5.69758  C42 1.360, C44 1.393
44 C 19.83194 -18.40420 -6.19503  O43 1.393, O45 1.198, O46 1.332
45 O 19.97090 -18.14201 -7.35611  C44 1.198
46 O 20.35956 -17.73096 -5.17347  C41 1.421, C44 1.332
47 H 19.21658 -17.75965 -1.96712  C40 1.090
48 H 18.75359 -16.66231 -3.28683  C40 1.090
49 H 20.32719 -16.55097 -2.70165  C40 1.090
50 H 20.78990 -19.00176 -3.51241  C41 1.090
51 H 17.94509 -18.85813 -3.98791  C42 1.090
52 H 19.12790 -20.23440 -3.87939  C42 1.090
53 C 27.53493 -14.38011 2.05936  C54 1.529, H60 1.090, H61 1.090, H62 1.090
54 C 26.37400 -13.40322 1.86756  C53 1.529, C55 1.535, O59 1.340, H63 1.090
55 C 25.28673 -13.91065 0.91035  C54 1.535, O56 1.432, H64 1.090, H65 1.090
56 O 24.08705 -13.50063 1.57664  C55 1.432, C57 1.341
57 C 24.38371 -13.21926 2.85369  O56 1.341, O58 1.223, O59 1.367
58 O 23.57680 -12.93814 3.72810  C57 1.223
59 O 25.73536 -13.30061 3.04151  C54 1.340, C57 1.367
60 H 27.13117 -15.33895 2.38448  C53 1.090
61 H 28.22181 -14.02217 2.82629  C53 1.090
62 H 28.15075 -14.49439 1.16729  C53 1.090
63 H 26.64401 -12.43786 1.43947  C54 1.090
64 H 25.32696 -14.98423 0.72625  C55 1.090
65 H 25.33865 -13.50313 -0.09926  C55 1.090
66 C 21.88642 -6.67921 -0.62402  C67 1.508, H73 1.090, H74 1.090, H75 1.090
67 C 21.40068 -7.09573 -1.99005  C66 1.508, C68 1.546, O72 1.407, H76 1.090
68 C 22.34835 -8.13660 -2.63026  C67 1.546, O69 1.448, H77 1.090, H78 1.090
69 O 21.39135 -9.12394 -3.08401  C68 1.448, C70 1.330
70 C 20.13962 -8.78043 -2.79414  O69 1.330, O71 1.228, O72 1.352
71 O 19.11681 -9.31799 -3.21016  C70 1.228
72 O 20.17606 -7.77973 -1.88506  C67 1.407, C70 1.352
73 H 21.20408 -5.94130 -0.20213  C66 1.090
74 H 22.90376 -6.29160 -0.67784  C66 1.090
75 H 21.85319 -7.50893 0.08206  C66 1.090
76 H 21.24995 -6.22750 -2.63159  C67 1.090
77 H 23.04679 -8.54852 -1.90183  C68 1.090
78 H 22.83613 -7.68881 -3.49609  C68 1.090
79 C 11.95929 -8.40700 9.43614  C80 1.540, H86 1.090, H87 1.090, H88 1.090
80 C 13.21143 -9.28895 9.59585  C79 1.540, C81 1.485, O85 1.399, H89 1.090
81 C 14.46038 -8.58295 9.21318  C80 1.485, O82 1.379, H90 1.090, H91 1.090
82 O 15.28014 -8.71485 10.31386  C81 1.379, C83 1.282
83 C 14.58754 -9.14652 11.30282  O82 1.282, O84 1.186, O85 1.299
84 O 15.06651 -9.26018 12.38176  C83 1.186
85 O 13.37149 -9.46515 10.97395  C80 1.399, C83 1.299
86 H 11.12252 -8.81852 10.00056  C79 1.090
87 H 11.69872 -8.27571 8.38592  C79 1.090
88 H 12.05326 -7.41770 9.88396  C79 1.090
89 H 13.17216 -10.27027 9.12298  C80 1.090
90 H 14.22033 -7.53552 9.03050  C81 1.090
91 H 14.99022 -8.96088 8.33881  C81 1.090
92 C 20.17366 -3.23923 10.92880  C93 1.572, H99 1.090, H100 1.090, H101 1.090
93 C 19.22141 -4.15145 10.07272  C92 1.572, C94 1.551, O98 1.410, H102 1.090
94 C 17.97492 -3.44220 9.48147  C93 1.551, O95 1.417, H103 1.090, H104 1.090
95 O 18.21191 -3.54854 8.08878  C94 1.417, C96 1.292
96 C 19.27734 -4.24110 7.85594  O95 1.292, O97 1.216, O98 1.306
97 O 19.61352 -4.52937 6.72294  C96 1.216
98 O 19.92330 -4.59701 8.93331  C93 1.410, C96 1.306
99 H 21.16965 -3.64541 11.10519  C92 1.090
100 H 19.70893 -3.03333 11.89302  C92 1.090
101 H 20.24917 -2.28735 10.40313  C92 1.090
102 H 18.94213 -4.93357 10.77869  C93 1.090
103 H 17.83655 -2.39800 9.76183  C94 1.090
104 H 17.11144 -3.97863 9.87484  C94 1.090
105 C 13.15956 -17.14905 5.56631  C106 1.544, H112 1.090, H113 1.090, H114 1.090
106 C 14.55489 -17.27132 6.21648  C105 1.544, C107 1.546, O111 1.401, H115 1.090
107 C 15.68723 -16.99992 5.20000  C106 1.546, O108 1.381, H116 1.090, H117 1.090
108 O 16.43153 -16.01483 5.81874  C107 1.381, C109 1.315
109 C 15.87372 -15.56076 6.91985  O108 1.315, O110 1.231, O111 1.329
110 O 16.13797 -14.47077 7.42782  C109 1.231
111 O 14.76680 -16.25631 7.15874  C106 1.401, C109 1.329
112 H 12.94015 -18.17603 5.27428  C105 1.090
113 H 13.07150 -16.43119 4.75083  C105 1.090
114 H 12.45686 -16.83400 6.33771  C105 1.090
115 H 14.66416 -18.24842 6.68705  C106 1.090
116 H 15.18563 -16.71508 4.27514  C107 1.090
117 H 16.37227 -17.83777 5.07035  C107 1.090

***

Arrangement 2

ORCA calculation (the ωB97M-V functional and the def2-TZVPD basis) on 9 unconnected molecules or ions with the total composition C36H54O27.

## Properties
- Gap between HOMO and LUMO: 0.371 hartree
- LUMO level: -0.10 eV

Bonds (Å) are listed after each position.
Atoms and positions in Å:
1 C 3.04398 5.05378 -4.34430  C2 1.518, H8 1.085, H9 1.092, H10 1.091
2 C 2.27793 4.81302 -3.05592  C1 1.518, C3 1.519, O7 1.450, H11 1.093
3 C 1.33095 3.62521 -3.05760  C2 1.519, O4 1.418, H12 1.095, H13 1.095
4 O 1.60893 2.94019 -1.84761  C3 1.418, C5 1.340
5 C 2.75900 3.39008 -1.32852  O4 1.340, O6 1.194, O7 1.345
6 O 3.27885 2.97406 -0.33725  C5 1.194
7 O 3.21526 4.45746 -2.00765  C2 1.450, C5 1.345
8 H 3.68842 5.92086 -4.24284  C1 1.085
9 H 2.32061 5.21957 -5.14550  C1 1.092
10 H 3.59889 4.14861 -4.59393  C1 1.091
11 H 1.77530 5.74677 -2.79128  C2 1.093
12 H 1.36803 3.06433 -3.99782  C3 1.095
13 H 0.27644 3.91859 -3.05843  C3 1.095
14 C 5.55491 -0.85887 1.90627  C15 1.506, H21 1.086, H22 1.093, H23 1.097
15 C 5.68190 0.01467 3.12636  C14 1.506, C16 1.529, O20 1.463, H24 1.089
16 C 5.22366 1.45636 2.90715  C15 1.529, O17 1.432, H25 1.091, H26 1.085
17 O 4.67681 1.79869 4.18550  C16 1.432, C18 1.348
18 C 4.25516 0.67142 4.79308  O17 1.348, O19 1.188, O20 1.357
19 O 3.67770 0.62465 5.83014  C18 1.188
20 O 4.66548 -0.41277 4.08838  C15 1.463, C18 1.357
21 H 4.53054 -1.10372 1.64206  C14 1.086
22 H 6.12359 -1.78786 1.99207  C14 1.093
23 H 6.02298 -0.38081 1.03651  C14 1.097
24 H 6.63041 -0.07771 3.65313  C15 1.089
25 H 4.43314 1.47733 2.15583  C16 1.091
26 H 6.05621 2.12395 2.70875  C16 1.085
27 C 0.87805 -1.25274 6.22383  C28 1.501, H34 1.090, H35 1.091, H36 1.093
28 C 0.42309 -0.93752 4.82906  C27 1.501, C29 1.540, O33 1.449, H37 1.091
29 C 1.00410 -1.86775 3.74827  C28 1.540, O30 1.409, H38 1.091, H39 1.092
30 O -0.13734 -2.39638 3.11376  C29 1.409, C31 1.357
31 C -1.27062 -1.80680 3.57071  O30 1.357, O32 1.189, O33 1.341
32 O -2.31215 -1.89470 3.00293  C31 1.189
33 O -1.00755 -1.11673 4.68950  C28 1.449, C31 1.341
34 H 0.46987 -0.55503 6.95502  C27 1.090
35 H 1.96012 -1.16320 6.33079  C27 1.091
36 H 0.60812 -2.27841 6.48617  C27 1.093
37 H 0.60256 0.11420 4.60168  C28 1.091
38 H 1.62070 -2.66936 4.15799  C29 1.091
39 H 1.64655 -1.31830 3.05695  C29 1.092
40 C -4.82070 -3.25905 -3.28662  C41 1.511, H47 1.092, H48 1.090, H49 1.087
41 C -5.59933 -4.51298 -3.60766  C40 1.511, C42 1.530, O46 1.427, H50 1.094
42 C -6.13414 -4.58399 -5.03893  C41 1.530, O43 1.448, H51 1.088, H52 1.087
43 O -6.08541 -6.01024 -5.28567  C42 1.448, C44 1.347
44 C -5.14701 -6.55508 -4.48821  O43 1.347, O45 1.184, O46 1.362
45 O -4.69494 -7.64499 -4.59149  C44 1.184
46 O -4.76525 -5.66758 -3.52884  C41 1.427, C44 1.362
47 H -5.49030 -2.39918 -3.34707  C40 1.092
48 H -3.98149 -3.09687 -3.96331  C40 1.090
49 H -4.42199 -3.32423 -2.27728  C40 1.087
50 H -6.44731 -4.56020 -2.91875  C41 1.094
51 H -5.55272 -4.06598 -5.79846  C42 1.088
52 H -7.19423 -4.34609 -5.07109  C42 1.087
53 C -0.00394 5.71457 1.83315  C54 1.512, H60 1.086, H61 1.092, H62 1.093
54 C 1.17542 4.92414 1.31238  C53 1.512, C55 1.546, O59 1.453, H63 1.089
55 C 2.38899 4.85346 2.26749  C54 1.546, O56 1.415, H64 1.089, H65 1.087
56 O 2.16673 3.64691 2.97152  C55 1.415, C57 1.346
57 C 1.43176 2.83001 2.19362  O56 1.346, O58 1.192, O59 1.344
58 O 1.34532 1.64846 2.32527  C57 1.192
59 O 0.78342 3.52648 1.24430  C54 1.453, C57 1.344
60 H -0.91977 5.36807 1.36331  C53 1.086
61 H 0.16628 6.77912 1.65858  C53 1.092
62 H -0.08120 5.60476 2.91759  C53 1.093
63 H 1.46436 5.21079 0.30233  C54 1.089
64 H 2.31347 5.72498 2.91564  C55 1.089
65 H 3.32917 4.82744 1.72164  C55 1.087
66 C 2.10115 -0.37604 -0.25968  C67 1.523, H73 1.089, H74 1.091, H75 1.094
67 C 0.67202 -0.51882 0.24693  C66 1.523, C68 1.529, O72 1.432, H76 1.085
68 C -0.24837 0.62292 -0.18444  C67 1.529, O69 1.477, H77 1.084, H78 1.084
69 O -1.42986 -0.13765 -0.64084  C68 1.477, C70 1.337
70 C -1.11904 -1.42239 -0.84027  O69 1.337, O71 1.188, O72 1.354
71 O -1.80163 -2.20347 -1.41880  C70 1.188
72 O 0.08673 -1.70824 -0.29427  C67 1.432, C70 1.354
73 H 2.42789 0.65799 -0.35456  C66 1.089
74 H 2.27197 -0.88378 -1.21037  C66 1.091
75 H 2.78352 -0.87501 0.43552  C66 1.094
76 H 0.73595 -0.59777 1.32727  C67 1.085
77 H 0.01815 1.22825 -1.04270  C68 1.084
78 H -0.66200 1.17893 0.64871  C68 1.084
79 C -3.14078 2.53506 1.52976  C80 1.540, H86 1.097, H87 1.086, H88 1.093
80 C -4.13815 1.56205 0.87387  C79 1.540, C81 1.531, O85 1.429, H89 1.090
81 C -5.27558 1.16868 1.82083  C80 1.531, O82 1.422, H90 1.088, H91 1.089
82 O -6.38227 1.91412 1.32959  C81 1.422, C83 1.356
83 C -6.07397 2.50735 0.14965  O82 1.356, O84 1.186, O85 1.349
84 O -6.83341 3.15399 -0.49110  C83 1.186
85 O -4.79635 2.24369 -0.19522  C80 1.429, C83 1.349
86 H -3.69287 3.33609 2.03676  C79 1.097
87 H -2.45744 2.95103 0.79578  C79 1.086
88 H -2.64267 1.99626 2.34033  C79 1.093
89 H -3.48923 0.77476 0.48982  C80 1.090
90 H -4.97875 1.41108 2.83896  C81 1.088
91 H -5.55072 0.11763 1.74760  C81 1.089
92 C 5.17100 1.53773 -3.56041  C93 1.531, H99 1.087, H100 1.093, H101 1.094
93 C 4.42434 0.83979 -4.69991  C92 1.531, C94 1.535, O98 1.413, H102 1.092
94 C 4.63311 -0.68084 -4.69040  C93 1.535, O95 1.442, H103 1.085, H104 1.086
95 O 3.41599 -1.12149 -4.05572  C94 1.442, C96 1.342
96 C 2.49998 -0.14133 -4.05668  O95 1.342, O97 1.184, O98 1.372
97 O 1.37987 -0.25461 -3.68966  C96 1.184
98 O 3.01823 0.97498 -4.66405  C93 1.413, C96 1.372
99 H 6.15094 1.90298 -3.85591  C92 1.087
100 H 5.27229 0.89382 -2.68309  C92 1.093
101 H 4.58754 2.40623 -3.24178  C92 1.094
102 H 4.82459 1.26900 -5.62042  C93 1.092
103 H 5.47366 -0.90756 -4.04222  C94 1.085
104 H 4.66532 -1.16030 -5.66426  C94 1.086
105 C -3.23972 -5.40328 2.19463  C106 1.506, H112 1.089, H113 1.090, H114 1.091
106 C -3.59714 -4.53736 1.01514  C105 1.506, C107 1.521, O111 1.425, H115 1.093
107 C -3.30216 -5.12911 -0.35409  C106 1.521, O108 1.427, H116 1.094, H117 1.095
108 O -4.53089 -5.76263 -0.70952  C107 1.427, C109 1.354
109 C -5.50651 -5.23661 0.06827  O108 1.354, O110 1.188, O111 1.358
110 O -6.64340 -5.57095 -0.01145  C109 1.188
111 O -4.99502 -4.28752 0.89422  C106 1.425, C109 1.358
112 H -2.23832 -5.79979 2.03330  C105 1.089
113 H -3.97971 -6.18686 2.35477  C105 1.090
114 H -3.20114 -4.79482 3.09946  C105 1.091
115 H -2.99392 -3.62573 0.99930  C106 1.093
116 H -2.42696 -5.78016 -0.43145  C107 1.094
117 H -3.03207 -4.38822 -1.11388  C107 1.095

***

It is arrangement 2 that is most stable; the runner-up trails by 371.1 kJ/mol.